No. 1
{"formula": "C5H6O2", "method": "the ωB97M-V functional and the def2-TZVPD basis", "homo_energy_ev": -8.924, "energy_ha": -344.44939, "de_lowest_kcal_mol": 95.71, "homo_lumo_gap_ev": 9.25, "species": ["O", "C", "C", "O", "C", "C", "C", "H", "H", "H", "H", "H", "H"], "positions_angstrom": [[0.73869, 2.08121, 0.17977], [0.33544, 0.93900, 0.21874], [1.30328, -0.21219, -0.09010], [1.05593, -0.79497, -1.38578], [0.17394, -0.17457, -2.11630], [-1.40879, -0.45612, 1.33042], [-1.05381, 0.63641, 0.65755], [1.23649, -1.03527, 0.62580], [2.31834, 0.18702, -0.10597], [0.18875, -0.77454, -3.05653], [-0.71212, -1.26231, 1.54817], [-2.41639, -0.57693, 1.71769], [-1.75976, 1.44325, 0.47654]]}

No. 2
{"formula": "C5H6O2", "method": "the ωB97M-V functional and the def2-TZVPD basis", "homo_energy_ev": -9.045, "energy_ha": -344.32057, "de_lowest_kcal_mol": 176.54, "homo_lumo_gap_ev": 8.57, "species": ["O", "C", "C", "C", "C", "O", "C", "H", "H", "H", "H", "H", "H"], "positions_angstrom": [[0.94223, -0.94490, 2.61094], [-0.75711, 1.49477, -0.20343], [-0.09606, 0.74634, -1.31891], [0.14681, -0.73266, -0.94388], [0.17309, -0.59901, 0.54370], [0.95795, -1.23762, 1.28054], [-0.66326, 0.56310, 0.96472], [0.87238, 1.28734, -1.32189], [-0.52853, 0.93392, -2.30509], [1.05070, -1.18555, -1.35575], [-0.71307, -1.34871, -1.24012], [-0.36558, 0.98635, 1.92896], [-1.71611, 0.24815, 1.10229]]}

No. 3
{"formula": "C5H6O2", "method": "the ωB97M-V functional and the def2-TZVPD basis", "homo_energy_ev": -9.960, "smiles": "O=CCC#CCO", "energy_ha": -344.50763, "de_lowest_kcal_mol": 59.16, "homo_lumo_gap_ev": 10.72, "species": ["O", "C", "C", "C", "C", "C", "O", "H", "H", "H", "H", "H", "H"], "positions_angstrom": [[-2.87518, 0.80694, -0.79573], [-2.06120, -0.07692, -0.72579], [-1.63104, -0.77635, 0.57072], [-0.15483, -0.73198, 0.58144], [0.99900, -0.42427, 0.39941], [2.30086, 0.25947, 0.25869], [2.04939, 1.64647, 0.10846], [-1.50856, -0.41529, -1.62095], [-2.03460, -0.18951, 1.40355], [-2.06464, -1.79028, 0.61470], [2.94605, 0.06648, 1.12972], [2.84202, -0.08808, -0.63190], [1.24545, 1.82394, 0.61004]]}

No. 4
{"formula": "C5H6O2", "method": "the ωB97M-V functional and the def2-TZVPD basis", "homo_energy_ev": -10.388, "smiles": "C#CC(=O)[C@@H](C)O", "energy_ha": -344.49439, "de_lowest_kcal_mol": 67.47, "homo_lumo_gap_ev": 10.41, "species": ["C", "C", "C", "O", "C", "C", "O", "H", "H", "H", "H", "H", "H"], "positions_angstrom": [[2.79971, 0.36247, -0.06204], [1.66517, 0.47006, -0.46792], [0.57647, -0.50103, -0.48420], [0.79371, -1.58236, -0.99137], [-0.69534, -0.29429, 0.31671], [-1.35049, 1.06303, 0.13404], [-1.57482, -1.31920, -0.04628], [3.74756, 0.04879, 0.30086], [-0.38628, -0.39821, 1.37564], [-2.32399, 1.03905, 0.63117], [-1.50876, 1.28609, -0.92476], [-0.74884, 1.85946, 0.58457], [-0.99409, -2.03386, -0.36643]]}

No. 5
{"formula": "C5H6O2", "method": "the ωB97M-V functional and the def2-TZVPD basis", "homo_energy_ev": -9.992, "smiles": "C#C[C@H](C=O)CO", "energy_ha": -344.50721, "de_lowest_kcal_mol": 59.42, "homo_lumo_gap_ev": 10.70, "species": ["C", "C", "C", "C", "O", "C", "O", "H", "H", "H", "H", "H", "H"], "positions_angstrom": [[-2.15033, -0.85628, 1.15823], [-1.35296, -0.42505, 0.36562], [-0.28982, 0.07258, -0.51542], [0.59623, -1.13017, -0.83159], [1.55038, -1.45781, -0.16767], [0.48608, 1.24266, 0.16525], [1.85338, 1.26001, -0.13659], [-2.85450, -1.23370, 1.86715], [-0.73260, 0.40947, -1.46146], [0.29106, -1.72051, -1.71742], [0.30392, 1.20934, 1.24668], [0.07590, 2.18331, -0.21055], [2.22326, 0.44615, 0.23777]]}

No. 6
{"formula": "C5H6O2", "method": "the ωB97M-V functional and the def2-TZVPD basis", "homo_energy_ev": [-7.430, -7.532], "energy_ha": -344.34720, "de_lowest_kcal_mol": 159.83, "homo_lumo_gap_ev": [8.11, 8.31], "species": ["C", "O", "C", "C", "O", "C", "C", "H", "H", "H", "H", "H", "H"], "positions_angstrom": [[-1.78071, 0.80645, -0.43881], [-0.69606, 1.51850, -0.51582], [0.50335, 1.05889, -0.80374], [1.45419, -0.75461, 0.71977], [0.69161, -0.00901, 1.68429], [0.03197, -0.87522, 0.76506], [0.68785, -0.37271, -0.50898], [-1.83881, -0.14075, -0.96508], [-2.64382, 1.34560, -0.07388], [1.28239, 1.78388, -0.58863], [2.20715, -1.48017, 0.97769], [-0.54689, -1.74338, 1.03938], [0.64776, -1.13748, -1.29123]]}